Formula: C19H61Br2F3NO18S2
Source: the Open Molecules 2025 dataset
Level of theory: the ωB97M-V functional and the def2-TZVPD basis

HOMO energy, eV: -6.1
Spin multiplicity: 1
Frontier orbital gap, hartree: 0.2868
Energy, Ha: -8413.41838
Molar mass, Da: 872.62
Total charge: -1
LUMO, eV: 1.7
Maximum force, eV Å⁻¹: 0.3

Structure (XYZ):
```
106
C19H61Br2F3NO18S2 (the ωB97M-V functional and the def2-TZVPD basis)
C -2.977 1.802 -0.198
O -2.444 3.115 -0.023
C -1.053 3.212 -0.089
S -0.390 3.136 -1.796
O 0.235 4.422 -2.006
O -1.518 2.784 -2.630
N 0.763 2.041 -1.753
S 0.481 0.542 -2.170
O 0.531 0.358 -3.612
O -0.639 -0.079 -1.485
C 1.976 -0.282 -1.563
C 1.758 -1.399 -0.553
C 1.655 -1.080 0.942
F 2.788 -1.555 1.573
Br 1.590 0.805 1.366
C 0.460 -1.783 1.628
F -0.667 -1.564 0.955
F 0.271 -1.309 2.878
Br 0.743 -3.689 1.816
H -3.425 1.711 -1.189
H -2.203 1.039 -0.091
H -3.743 1.656 0.570
H -0.557 2.438 0.507
H -0.769 4.192 0.299
H 2.355 -0.750 -2.475
H 2.701 0.465 -1.241
H 2.627 -2.058 -0.608
H 0.890 -1.989 -0.858
C -3.517 3.200 3.263
O -3.872 1.844 3.527
H -2.804 3.197 2.443
H -4.388 3.787 2.957
H -3.054 3.671 4.135
H -4.508 1.836 4.247
C 2.051 -6.029 5.109
O 1.463 -6.020 3.818
H 1.395 -5.457 5.762
H 2.148 -7.041 5.507
H 3.038 -5.558 5.105
H 2.026 -6.519 3.219
C 5.167 -2.201 -2.546
O 4.367 -3.050 -1.722
H 4.509 -1.805 -3.316
H 5.585 -1.372 -1.972
H 5.978 -2.757 -3.024
H 4.916 -3.417 -1.022
C -3.923 5.589 -1.885
O -3.954 5.920 -0.497
H -4.403 6.392 -2.442
H -2.889 5.476 -2.219
H -4.458 4.655 -2.070
H -3.531 5.170 -0.050
C -0.872 7.373 1.292
O -1.772 6.355 1.704
H 0.077 7.179 1.790
H -0.702 7.358 0.213
H -1.222 8.368 1.583
H -2.614 6.511 1.259
C 1.416 -4.539 -3.227
O 2.591 -3.931 -3.724
H 0.663 -4.476 -4.011
H 1.574 -5.594 -2.982
H 1.031 -4.027 -2.340
H 3.269 -3.953 -3.034
C -3.691 -3.201 2.269
O -2.415 -3.654 2.700
H -4.191 -4.050 1.805
H -4.301 -2.847 3.105
H -3.601 -2.400 1.532
H -1.956 -2.910 3.104
C 0.888 1.926 -6.769
O 1.547 2.554 -5.689
H 1.152 2.474 -7.674
H 1.199 0.883 -6.891
H -0.199 1.950 -6.651
H 1.306 2.061 -4.893
C -2.830 -7.102 4.430
O -1.853 -6.102 4.619
H -2.838 -7.726 5.324
H -3.833 -6.681 4.296
H -2.605 -7.740 3.568
H -1.851 -5.548 3.827
C 2.148 -7.502 -0.627
O 2.866 -6.545 0.140
H 1.179 -7.062 -0.849
H 2.653 -7.729 -1.570
H 1.991 -8.432 -0.073
H 3.727 -6.915 0.357
C -2.008 8.541 -3.493
O -1.591 8.612 -2.133
H -1.380 9.218 -4.064
H -1.882 7.530 -3.889
H -3.054 8.848 -3.597
H -2.137 8.002 -1.624
C 2.247 -7.702 8.483
O 3.291 -6.993 7.833
H 1.388 -7.680 7.815
H 2.518 -8.744 8.672
H 1.963 -7.231 9.428
H 4.064 -6.992 8.405
C 1.835 9.300 -5.944
O 0.685 8.728 -5.348
H 1.488 9.940 -6.754
H 2.401 9.912 -5.236
H 2.499 8.539 -6.363
H 0.965 8.154 -4.626
```

Formula: C19H62B2NO35
Source: the Open Molecules 2025 dataset
Level of theory: the ωB97M-V functional and the def2-TZVPD basis

HOMO energy, eV: -6.9
Spin multiplicity: 1
Frontier orbital gap, hartree: 0.2860
Energy above the lowest of the compared OMol25 structures with the same formula, charge and spin, eV: 1.689
Energy, Ha: -3499.06283
Molar mass, Da: 886.30
Total charge: -1
LUMO, eV: 0.9
Maximum force, eV Å⁻¹: 13.4

Structure (XYZ):
```
119
C19H62B2NO35 (the ωB97M-V functional and the def2-TZVPD basis)
C 0.763 -2.346 3.924
C -0.034 -1.082 3.366
C -0.312 -1.087 1.892
C -0.938 0.133 1.255
N -1.137 0.144 -0.300
C -1.806 -1.181 -0.880
C -0.666 -1.992 -1.522
C 0.183 -0.851 -2.142
C 0.221 0.175 -0.954
C -1.981 1.340 -0.760
C -1.449 2.678 -0.078
C -2.351 3.784 -0.543
H 1.143 -2.129 4.990
H 1.827 -2.451 3.521
H 0.248 -3.380 3.686
H 0.621 -0.302 3.564
H -0.791 -0.871 4.069
H -0.840 -1.951 1.581
H 0.764 -1.353 1.472
H -0.204 0.975 1.275
H -1.774 0.312 1.926
H -2.440 -0.904 -1.678
H -2.464 -1.696 -0.093
H -1.048 -2.531 -2.326
H -0.134 -2.629 -0.764
H -0.218 -0.422 -3.015
H 1.154 -1.028 -2.552
H 0.704 1.270 -1.375
H 0.949 -0.086 -0.329
H -3.134 1.358 -0.720
H -1.765 1.652 -1.701
H -0.274 2.872 -0.084
H -1.738 2.770 0.888
H -3.450 3.535 -0.547
H -2.155 4.335 -1.455
H -2.267 4.653 0.081
O -1.768 0.871 -4.251
C -1.093 1.774 -4.472
O 0.057 1.993 -4.081
B 0.412 3.364 -4.155
O -0.828 3.989 -4.613
C -1.568 2.996 -4.902
O -2.683 3.191 -5.298
O 1.560 3.655 -4.984
C 2.471 4.257 -4.306
O 3.672 4.228 -4.629
C 1.933 4.440 -3.000
O 0.812 3.959 -2.862
O 2.642 4.872 -2.081
O 2.022 1.574 -7.190
C 2.962 1.300 -6.335
O 2.612 0.789 -5.261
B 3.915 0.778 -4.531
O 4.843 1.656 -5.356
C 4.280 1.707 -6.464
O 4.856 2.172 -7.490
O 4.443 -0.575 -4.284
C 4.407 -0.669 -3.048
O 4.370 -1.760 -2.493
C 4.036 0.525 -2.352
O 3.803 1.434 -3.183
O 3.578 0.740 -1.326
O -2.988 -2.498 4.866
H -2.413 -1.912 5.598
H -2.607 -3.275 4.518
O -2.786 6.813 1.114
H -2.001 6.727 0.783
H -3.167 5.946 1.421
O 1.815 -3.064 -5.016
H 2.360 -2.831 -4.139
H 2.010 -2.458 -5.593
O 4.218 -3.678 2.232
H 5.027 -3.362 1.981
H 4.331 -4.540 2.239
O 1.347 -5.078 -1.101
H 2.226 -4.657 -0.606
H 1.697 -5.789 -1.760
O 2.335 -4.107 7.110
H 3.027 -3.788 6.530
H 2.085 -4.977 6.871
O -5.441 -2.759 -0.193
H -4.951 -3.217 0.435
H -5.279 -3.169 -1.048
O -3.518 -3.883 1.085
H -3.214 -4.151 0.279
H -3.363 -4.390 1.983
O 1.512 -1.402 7.584
H 1.876 -0.933 8.365
H 2.002 -2.139 7.573
O -1.228 -1.357 6.936
H -1.524 -0.432 7.206
H -0.327 -1.335 7.197
O 4.320 -3.109 5.245
H 4.322 -2.290 4.848
H 4.193 -3.566 4.466
O -5.030 -0.394 1.237
H -5.951 -0.026 1.543
H -5.167 -1.100 0.754
O 4.195 -0.648 4.490
H 4.839 0.066 4.627
H 3.744 -0.476 3.771
O -1.590 -4.965 -0.886
H -0.650 -4.999 -1.299
H -2.040 -4.965 -1.594
O -1.085 2.346 4.060
H -0.147 2.056 4.308
H -1.327 3.233 4.019
O 0.014 5.811 1.052
H 0.886 5.586 0.870
H -0.279 5.475 1.970
O -1.551 -3.126 -5.118
H -2.342 -2.930 -5.763
H -0.788 -3.199 -5.539
O -3.796 1.954 2.601
H -4.088 1.139 2.041
H -2.981 1.947 2.995
O -2.853 5.632 -3.434
H -3.333 6.400 -3.101
H -3.525 4.869 -3.332
```

Formula: C19H62N18O15Tl
Source: the Open Molecules 2025 dataset
Level of theory: the ωB97M-V functional and the def2-TZVPD basis

HOMO energy, eV: -9.7
Spin multiplicity: 1
Frontier orbital gap, hartree: 0.1105
Energy, Ha: -3047.50081
Molar mass, Da: 987.20
Total charge: +1
LUMO, eV: -6.7
Maximum force, eV Å⁻¹: 11.3

Structure (XYZ):
```
115
C19H62N18O15Tl (the ωB97M-V functional and the def2-TZVPD basis)
Tl 8.953 -16.821 -16.481
C 6.465 -15.353 -21.136
C 7.049 -15.031 -19.765
C 6.042 -14.318 -18.888
O 7.797 -16.023 -19.155
H 7.251 -15.609 -21.847
H 5.958 -14.478 -21.543
H 5.767 -16.186 -21.061
H 7.801 -14.252 -19.887
H 5.783 -15.055 -18.128
H 5.151 -13.912 -19.366
H 6.485 -13.423 -18.450
C 6.712 -16.529 -12.250
C 7.066 -17.933 -12.781
C 5.943 -18.931 -12.342
O 7.606 -18.024 -13.998
H 7.542 -15.961 -11.829
H 6.032 -16.688 -11.414
H 6.206 -16.069 -13.099
H 7.859 -18.379 -12.181
H 5.866 -19.086 -11.266
H 6.128 -19.915 -12.774
H 4.973 -18.722 -12.793
C 9.236 -12.895 -16.451
C 8.035 -13.169 -15.448
O 7.441 -14.424 -15.737
O 10.084 -13.997 -16.294
H 9.654 -11.912 -16.235
H 9.025 -12.936 -17.520
H 7.230 -12.446 -15.580
H 8.470 -13.104 -14.451
H 6.505 -14.239 -15.843
H 10.892 -13.534 -16.062
C 12.633 -17.469 -13.250
C 11.277 -16.776 -13.254
O 11.176 -16.023 -14.409
O 13.671 -16.597 -13.071
H 12.833 -17.889 -14.235
H 12.678 -18.368 -12.635
H 11.168 -16.179 -12.349
H 10.388 -17.379 -13.441
H 11.976 -15.494 -14.368
H 13.746 -16.289 -12.165
C 7.561 -20.548 -16.674
O 7.856 -19.452 -17.168
N 7.510 -21.739 -17.206
N 7.014 -20.620 -15.562
H 7.908 -21.817 -18.131
H 7.170 -22.494 -16.628
H 6.680 -19.743 -15.186
H 6.659 -21.421 -15.059
C 12.915 -15.844 -17.147
O 11.741 -16.038 -17.260
N 13.476 -14.703 -17.102
N 13.763 -16.706 -16.856
H 12.858 -13.938 -16.874
H 14.475 -14.828 -17.018
H 13.566 -17.604 -16.437
H 14.758 -16.532 -16.871
C 9.678 -20.862 -12.239
O 10.586 -20.102 -12.189
N 8.605 -20.826 -12.978
N 9.593 -21.901 -11.458
H 8.146 -21.714 -13.125
H 8.309 -19.891 -13.216
H 8.763 -22.474 -11.407
H 10.298 -22.150 -10.779
C 13.241 -13.004 -14.277
O 12.252 -13.390 -14.956
N 13.483 -11.804 -13.969
N 14.103 -13.889 -13.799
H 14.368 -11.425 -13.665
H 12.875 -11.089 -14.343
H 14.826 -13.498 -13.212
H 14.066 -14.826 -14.175
C 4.892 -17.420 -16.391
O 5.974 -16.955 -16.665
N 4.702 -18.170 -15.368
N 3.834 -17.301 -17.183
H 3.804 -18.554 -15.111
H 5.492 -18.198 -14.739
H 3.077 -17.936 -16.973
H 3.955 -16.476 -17.752
C 13.251 -20.084 -19.512
O 12.531 -20.665 -20.345
N 14.330 -20.580 -18.958
N 12.877 -18.962 -19.003
H 14.802 -20.068 -18.227
H 14.906 -21.196 -19.514
H 13.457 -18.252 -18.578
H 11.897 -18.820 -19.201
C 9.498 -18.909 -20.022
O 9.852 -18.574 -18.901
N 8.508 -18.395 -20.604
N 9.946 -19.934 -20.722
H 8.149 -18.661 -21.510
H 8.062 -17.663 -20.070
H 9.534 -20.237 -21.593
H 10.819 -20.280 -20.350
C 11.025 -20.237 -15.869
O 10.840 -19.020 -15.654
N 11.189 -21.157 -15.020
N 10.797 -20.837 -17.017
H 11.045 -22.127 -15.260
H 11.295 -20.781 -14.088
H 10.383 -20.326 -17.784
H 11.233 -21.742 -17.120
C 11.349 -14.532 -20.358
O 10.577 -13.569 -20.406
N 12.686 -14.468 -20.338
N 10.827 -15.686 -20.150
H 13.289 -13.719 -20.648
H 13.249 -15.271 -20.097
H 11.417 -16.500 -20.055
H 9.834 -15.682 -19.965
```

Formula: C19H62N2O21
Source: the Open Molecules 2025 dataset
Level of theory: the ωB97M-V functional and the def2-TZVPD basis

HOMO energy, eV: -9.5
Spin multiplicity: 1
Frontier orbital gap, hartree: 0.3511
Energy above the lowest of the compared OMol25 structures with the same formula, charge and spin, eV: 1.115
Energy, Ha: -2450.55405
Molar mass, Da: 654.70
Total charge: 0
LUMO, eV: 0.0
Maximum force, eV Å⁻¹: 2.3

Structure (XYZ):
```
104
C19H62N2O21 (the ωB97M-V functional and the def2-TZVPD basis)
N 0.352 -0.338 0.564
C -0.301 0.861 0.261
N 0.466 1.769 -0.468
O -1.517 1.046 0.500
H 1.341 -0.399 0.336
H -0.051 -1.075 1.115
H -0.060 2.526 -0.885
H 1.240 1.419 -0.993
O -1.633 3.691 -2.236
C -1.784 4.910 -1.534
C -0.955 6.017 -2.140
O -1.232 6.204 -3.517
H -1.415 3.861 -3.161
H -2.828 5.170 -1.334
H -1.361 4.719 -0.543
H 0.081 5.686 -1.945
H -1.022 6.951 -1.566
H -0.568 6.796 -3.881
O -6.264 -1.773 -1.539
C -5.623 -1.192 -0.415
C -4.906 0.094 -0.807
O -5.668 1.276 -0.556
H -5.694 -2.452 -1.894
H -6.216 -0.936 0.464
H -4.838 -1.877 -0.092
H -4.636 0.004 -1.868
H -3.971 0.208 -0.237
H -5.229 2.027 -0.956
O 1.261 -0.198 4.377
C 0.445 -0.395 5.500
C 0.936 0.377 6.694
O 2.127 -0.178 7.246
H 1.021 -0.923 3.759
H -0.607 -0.182 5.266
H 0.397 -1.450 5.821
H 0.145 0.457 7.442
H 1.106 1.420 6.380
H 2.860 0.207 6.758
O -2.631 -2.121 -2.165
C -1.655 -1.269 -2.728
C -0.324 -2.010 -2.788
O -0.529 -3.204 -3.541
H -2.964 -2.645 -2.903
H -1.851 -1.009 -3.772
H -1.552 -0.368 -2.124
H -0.015 -2.196 -1.749
H 0.458 -1.412 -3.266
H 0.262 -3.344 -4.067
O -2.547 -2.521 0.527
C -2.804 -3.942 0.433
C -3.119 -4.431 1.822
O -2.118 -4.094 2.788
H -2.490 -2.241 -0.411
H -3.701 -4.098 -0.183
H -1.938 -4.398 -0.061
H -3.235 -5.525 1.744
H -4.114 -4.094 2.124
H -2.546 -4.200 3.645
O 0.088 -5.298 1.656
C 0.933 -4.271 1.206
C 1.669 -3.488 2.306
O 0.799 -2.705 3.108
H -0.748 -4.902 1.976
H 1.711 -4.611 0.514
H 0.370 -3.515 0.630
H 2.385 -2.864 1.776
H 2.151 -4.211 2.969
H -0.106 -3.044 3.055
O 3.389 2.581 3.285
C 3.759 1.973 2.076
C 4.488 0.639 2.267
O 5.401 0.380 1.218
H 2.578 2.175 3.608
H 2.873 1.863 1.438
H 4.404 2.617 1.468
H 3.730 -0.149 2.252
H 4.891 0.569 3.280
H 6.304 0.636 1.413
O 3.855 -3.017 -2.652
C 4.119 -2.079 -1.591
C 3.303 -0.820 -1.681
O 3.176 -0.188 -0.382
H 4.120 -3.897 -2.382
H 3.913 -2.611 -0.657
H 5.208 -1.957 -1.572
H 2.289 -0.969 -2.067
H 3.742 -0.078 -2.367
H 4.035 0.229 -0.186
O 1.351 3.369 -6.216
C 1.933 4.371 -5.388
C 2.525 3.700 -4.177
O 1.539 3.018 -3.412
H 1.057 3.781 -7.033
H 2.720 4.904 -5.944
H 1.237 5.169 -5.093
H 2.887 4.484 -3.508
H 3.374 3.077 -4.469
H 1.367 2.207 -3.911
O -2.819 3.479 1.136
H -3.177 3.442 0.244
H -2.439 2.587 1.271
O -2.153 -0.616 2.826
H -1.922 0.164 2.281
H -2.296 -1.326 2.192
```

frontier orbital gap of number 2 (C19H62B2NO35)?
0.2860 hartree